Molecular formula: C20H20N2O6
Method: DFT, ωB97M-V/def2-TZVPD

Geometry (Å):
O (-3.954263, 3.041867, -0.241365)
O (1.367375, 4.555723, 1.863879)
O (0.105813, -3.950134, 0.044632)
O (-1.321897, 2.405107, -0.308818)
O (1.589279, -2.159287, 1.395956)
O (2.244754, 3.053139, -0.264950)
N (2.502230, 0.841588, -4.462289)
N (3.920708, 2.645904, -1.705118)
C (-0.876379, 3.903450, 1.466617)
C (0.965363, -0.395748, -0.151839)
C (-0.975066, -4.400310, 0.860071)
C (2.489382, -1.295413, 2.044881)
C (-0.009572, 2.367261, -0.620316)
C (0.917633, 3.071543, 0.065360)
C (1.741569, 1.753634, -2.208288)
C (0.102987, -2.638793, -0.365673)
C (-2.295313, -4.488356, 0.092863)
C (0.557924, 3.922585, 1.215169)
C (-0.595945, -2.237602, -1.491588)
C (0.910411, -1.700995, 0.313286)
C (-3.218664, 3.083031, 0.948173)
C (0.237327, -0.003422, -1.269869)
C (2.602218, 2.461698, -1.432487)
C (-1.136598, -3.556987, 2.123176)
C (0.333075, 1.435443, -1.748632)
C (-1.725925, 3.172937, 0.721309)
C (2.162628, 1.239375, -3.438006)
C (-0.539673, -0.928107, -1.941310)
H (1.582429, 0.332185, 0.352459)
H (1.975630, -0.439824, 2.496931)
H (-1.176568, -2.967766, -2.032533)
H (-0.182680, -3.470508, 2.635629)
H (-0.378187, 1.576682, -2.571526)
H (-1.488808, -2.558372, 1.868673)
H (-3.035355, -4.998763, 0.703632)
H (-1.089880, -0.639012, -2.823977)
H (-1.858380, -4.024142, 2.787787)
H (4.252815, 2.410151, -2.624217)
H (-1.243501, 4.507588, 2.279506)
H (-3.418031, 2.187664, 1.561696)
H (2.951590, -1.890382, 2.831005)
H (-3.609434, 2.332750, -0.797674)
H (-2.668282, -3.494727, -0.146571)
H (-2.158106, -5.048900, -0.828543)
H (-0.654179, -5.411349, 1.136532)
H (3.265043, -0.934938, 1.362079)
H (4.393989, 3.371846, -1.194065)
H (-3.561487, 3.960687, 1.498352)

Cartesian forces (eV/Å) of the 6 atoms listed first:
O -0.1 0.0 -0.4
O 0.0 0.0 0.0
O 0.3 0.3 -0.3
O -0.1 -0.1 0.0
O -0.3 -0.2 -0.3
O 0.3 -0.2 -0.3

Kohn-Sham gap = 0.3254 Ha
SMILES string = COc1cc([C@@H]2C(C#N)=C(N)Oc3c2oc(CO)cc3=O)ccc1OC(C)C
Multiplicity = 1
LUMO energy = 0.009 Ha